Record 1
Here is a structure of composition C23H31N7O4Pd at a distorted geometry from the Open Molecules 2025 dataset. Energies are from ωB97M-V/def2-TZVPD.

The geometry in XYZ format:
```
66
Properties=species:S:1:pos:R:3:mulliken_spin:R:1
Pd -5.368 -8.416 12.889 1.35
O -4.451 -5.655 16.000 0.03
C -4.497 -6.462 15.019 0.01
O -5.434 -6.654 14.217 0.09
C -3.310 -7.404 14.784 0.02
C -2.108 -7.359 15.531 0.00
C -1.152 -8.315 15.302 0.00
C -1.374 -9.232 14.299 0.01
C -2.588 -9.191 13.576 0.01
N -3.557 -8.319 13.851 0.13
C -2.954 -10.102 12.431 0.01
O -2.061 -10.795 11.859 0.03
O -4.176 -10.034 12.122 0.15
H -2.048 -6.556 16.244 0.00
H -0.240 -8.335 15.873 0.00
H -0.668 -9.985 13.964 0.00
C -2.499 -8.217 9.490 0.00
N -3.744 -7.670 9.990 0.02
C -3.613 -6.427 10.765 -0.01
C -4.934 -8.304 9.887 -0.03
N -5.878 -8.108 10.856 0.51
C -7.196 -7.876 10.491 0.11
C -7.720 -7.562 9.202 0.09
C -9.076 -7.386 8.982 0.02
C -9.972 -7.463 10.072 0.15
C -9.494 -7.745 11.345 -0.05
C -8.102 -7.884 11.608 0.21
N -7.472 -8.047 12.826 0.21
C -8.049 -7.698 14.004 -0.06
N -8.813 -6.566 14.136 0.60
C -8.618 -5.411 13.243 -0.01
C -9.898 -6.438 15.126 -0.02
N -7.718 -8.420 15.107 0.24
C -7.164 -9.765 14.976 0.01
C -7.571 -7.837 16.432 -0.01
N -5.148 -9.213 8.886 0.04
C -6.116 -10.303 9.063 0.00
C -4.546 -9.106 7.542 0.00
H -1.717 -8.026 10.238 0.00
H -2.193 -7.720 8.551 0.00
H -2.580 -9.308 9.354 0.00
H -2.948 -5.766 10.198 0.00
H -3.173 -6.643 11.758 0.00
H -4.572 -5.917 10.934 0.00
H -7.044 -7.460 8.369 0.00
H -9.451 -7.178 7.992 0.00
H -11.031 -7.293 9.937 0.00
H -10.181 -7.806 12.175 0.00
H -7.661 -5.515 12.723 0.00
H -8.590 -4.517 13.870 0.02
H -9.459 -5.293 12.537 0.03
H -10.111 -7.408 15.588 0.01
H -10.815 -6.097 14.635 0.02
H -9.641 -5.729 15.930 0.03
H -7.673 -10.294 14.164 0.00
H -7.281 -10.296 15.913 0.01
H -6.107 -9.727 14.767 0.01
H -8.174 -8.365 17.180 0.01
H -7.813 -6.783 16.430 0.00
H -6.513 -7.886 16.724 0.01
H -6.418 -10.378 10.111 0.00
H -5.644 -11.254 8.756 0.00
H -7.013 -10.162 8.436 0.00
H -4.106 -8.114 7.406 0.00
H -5.360 -9.220 6.812 0.00
H -3.800 -9.885 7.360 0.00
```

## Properties
Net charge: +2
LUMO energy (spin up / spin down) in eV: -6.1 / -10.9
2S+1: 5
DFT total energy in eV: -46436.189
HOMO-LUMO gap (spin up / spin down) in eV: 7.662 / 3.136

***

Record 2
Here is a structure of composition C23H31NO6Se2Te2Zr at a distorted geometry from the Open Molecules 2025 dataset. Energies are from ωB97M-V/def2-TZVPD.

The geometry in XYZ format:
```
66
Properties=species:S:1:pos:R:3:lowdin_charge:R:1
Zr -0.061 1.372 0.438 1.61
O 3.104 0.457 3.135 0.20
C 1.957 0.701 2.538 -0.42
O 1.888 1.246 1.424 -0.13
C 0.718 0.422 3.261 -0.17
C 0.570 0.061 4.592 0.05
C -0.698 0.136 5.147 0.00
C -1.772 0.585 4.380 0.06
C -1.554 0.870 3.048 -0.17
N -0.344 0.754 2.512 -0.01
C -2.565 1.458 2.082 -0.56
O -3.633 1.840 2.468 0.14
O -2.074 1.543 0.855 -0.25
H 3.825 0.754 2.558 0.16
H 1.430 -0.232 5.177 0.13
H -0.846 -0.119 6.188 0.12
H -2.759 0.728 4.798 0.14
Se 0.279 3.770 1.659 -0.01
Te -0.563 7.341 1.409 -0.12
Te -1.834 5.058 0.829 0.04
Se -1.908 4.888 -1.575 -0.12
C -1.731 -2.577 2.143 -0.05
C -1.814 -2.044 0.710 -0.38
C -3.183 -2.347 0.097 -0.05
C -0.676 -2.582 -0.127 -0.13
C -0.687 -3.924 -0.482 -0.04
C 0.326 -4.474 -1.243 -0.07
C 1.370 -3.666 -1.649 -0.04
C 1.444 -2.316 -1.316 -0.13
C 2.632 -1.565 -1.902 -0.36
C 2.260 -0.919 -3.239 -0.05
C 3.330 -0.550 -1.009 -0.06
C 0.399 -1.772 -0.545 -0.22
O 0.365 -0.440 -0.238 -0.30
H -2.535 -2.166 2.757 0.08
H -0.774 -2.321 2.606 0.08
H -1.822 -3.665 2.154 0.08
H -1.730 -0.964 0.753 0.08
H -3.435 -3.405 0.186 0.08
H -3.206 -2.085 -0.962 0.09
H -3.961 -1.777 0.607 0.08
H -1.512 -4.547 -0.157 0.11
H 0.301 -5.519 -1.519 0.10
H 2.169 -4.089 -2.248 0.11
H 3.372 -2.344 -2.107 0.13
H 1.532 -0.119 -3.085 0.04
H 1.818 -1.646 -3.921 0.09
H 3.140 -0.486 -3.718 0.09
H 2.751 0.359 -0.907 0.04
H 4.291 -0.279 -1.453 0.09
H 3.516 -0.956 -0.012 0.08
C 1.691 3.523 -1.706 -0.08
C 0.662 2.776 -2.511 -0.26
O -0.322 2.158 -1.640 -0.42
C -1.492 1.662 -2.354 -0.27
C -1.202 0.460 -3.226 -0.05
H 2.425 3.943 -2.395 0.09
H 2.235 2.868 -1.016 0.06
H 1.232 4.329 -1.137 0.04
H 1.117 1.986 -3.114 0.11
H 0.110 3.459 -3.159 0.10
H -1.886 2.511 -2.912 0.06
H -2.221 1.430 -1.577 0.11
H -0.611 0.715 -4.106 0.08
H -2.155 0.061 -3.576 0.09
H -0.695 -0.328 -2.670 0.06
```

## Properties
Energy relative to the best compared isomer or geometry (same formula, charge and spin) in kJ/mol: 210.0
Net charge: 0
LUMO energy in eV: -2.4
DFT total energy in eV: -184693.433
HOMO-LUMO gap in eV: 3.663

***

Record 3
Here is the molecule C23H31NO7 from the Open Molecules 2025 dataset. Energies are from ωB97M-V/def2-TZVPD.

The geometry in XYZ format:
```
62
Properties=species:S:1:pos:R:3:lowdin_charge:R:1
C -3.841 -3.114 0.538 -0.06
O -3.098 -1.954 0.853 -0.11
C -2.058 -1.687 -0.017 -0.18
C -0.834 -2.358 0.160 -0.14
C -0.615 -3.344 1.267 -0.02
C 0.165 -2.051 -0.740 -0.10
C -0.023 -1.090 -1.729 -0.03
C -1.222 -0.400 -1.890 -0.20
O -1.391 0.517 -2.852 0.09
C -2.268 -0.732 -1.016 -0.07
C -3.609 -0.057 -1.174 -0.10
C -4.034 0.711 0.048 -0.05
C -3.518 1.863 0.459 -0.30
C -4.037 2.561 1.681 -0.05
C -2.372 2.552 -0.230 -0.13
C -1.053 2.246 0.488 -0.06
C 0.154 2.637 -0.332 -0.49
O 0.220 2.635 -1.532 0.13
O 1.170 2.963 0.477 -0.03
C 2.447 3.212 -0.110 -0.13
C 3.118 1.963 -0.681 -0.16
N 3.571 1.025 0.336 -0.14
C 2.460 0.439 1.072 -0.15
C 2.970 -0.607 2.060 -0.18
O 3.705 -1.620 1.413 -0.16
C 4.813 -1.047 0.754 -0.18
C 4.374 -0.022 -0.288 -0.16
C 1.210 -0.981 -2.505 -0.43
O 1.452 -0.236 -3.423 0.12
O 2.099 -1.874 -2.011 0.03
C 1.549 -2.596 -0.913 -0.08
H -4.613 -3.193 1.301 0.10
H -4.312 -3.032 -0.448 0.09
H -3.218 -4.014 0.553 0.09
H -0.705 -4.367 0.900 0.09
H -1.346 -3.189 2.057 0.08
H 0.385 -3.227 1.678 0.08
H -0.539 0.698 -3.285 0.11
H -3.545 0.609 -2.036 0.12
H -4.365 -0.815 -1.389 0.12
H -4.833 0.264 0.623 0.11
H -4.413 3.549 1.417 0.08
H -4.841 1.996 2.145 0.08
H -3.241 2.694 2.412 0.08
H -2.535 3.632 -0.229 0.13
H -2.281 2.224 -1.264 0.10
H -0.991 2.743 1.456 0.12
H -0.980 1.167 0.659 0.13
H 2.327 3.939 -0.919 0.13
H 3.049 3.634 0.695 0.13
H 4.002 2.297 -1.232 0.13
H 2.433 1.487 -1.401 0.12
H 1.957 1.225 1.635 0.12
H 1.726 -0.026 0.390 0.12
H 2.132 -1.097 2.560 0.12
H 3.605 -0.115 2.812 0.13
H 5.347 -1.871 0.276 0.13
H 5.468 -0.564 1.493 0.13
H 5.259 0.443 -0.728 0.13
H 3.818 -0.535 -1.088 0.12
H 1.546 -3.662 -1.167 0.15
H 2.198 -2.449 -0.040 0.12
```

## Properties
Energy relative to the best compared isomer or geometry (same formula, charge and spin) in kJ/mol: 14.9
Net charge: 0
LUMO energy in eV: 0.6
DFT total energy in eV: -40176.854
HOMO-LUMO gap in eV: 9.132